Entry 1:
A structure of composition C30H32N2P2PdS3, computed with ωB97M-V/def2-TZVPD.

For the frontier orbital gap, the calculation gives 0.2716 Eh. Its HOMO energy is -0.25891 Eh. As for the net charge: 0. The energy above the lowest of the compared OMol25 structures with the same formula, charge and spin is 0.0 kcal per mole. Its maximum force is 0.018 hartree/bohr.

Last column: Mulliken charge in e.
Positions of all 70 atoms, in Å:
Pd: -1.44503 -0.35977 -1.33108  -0.864
S: -0.89672 1.16648 -3.12720  -0.580
P: 0.80360 1.17299 -2.01549  1.509
C: 0.58734 -0.24345 -1.13313  -0.379
P: 0.61088 -0.73414 0.47167  1.494
S: -1.03310 -1.92622 0.49741  -0.683
C: 2.20422 -1.49114 0.87607  0.068
C: 3.33167 -0.67279 0.93412  0.091
C: 4.58759 -1.23516 1.09132  -0.878
C: 4.72087 -2.61490 1.19337  -0.516
C: 3.60047 -3.42978 1.13772  -0.593
C: 2.34101 -2.86843 0.97320  -0.634
C: 0.34834 0.52550 1.76115  0.857
C: 1.09488 0.59090 2.93196  -0.260
C: 0.81790 1.56876 3.88136  -0.812
C: -0.20065 2.48099 3.66201  -0.621
C: -0.95741 2.40988 2.49772  -0.804
C: -0.68789 1.43478 1.55538  -0.351
C: 2.34314 1.17155 -2.95646  0.203
C: 2.76388 2.31157 -3.63769  -0.413
C: 3.95046 2.28826 -4.35095  -0.653
C: 4.72261 1.13277 -4.37454  -0.375
C: 4.30666 -0.00173 -3.69384  -0.689
C: 3.11091 0.01263 -2.98824  -0.116
C: 0.91214 2.72342 -1.06157  0.392
C: -0.17982 3.57163 -0.92583  -0.663
C: -0.10163 4.67664 -0.08967  -0.610
C: 1.05983 4.93165 0.62349  -0.480
C: 2.15796 4.09152 0.48621  -0.831
C: 2.08609 2.99793 -0.36072  -0.146
H: 3.22072 0.40318 0.86279  0.454
H: 5.46371 -0.60112 1.13413  0.429
H: 5.70316 -3.05250 1.31558  0.388
H: 3.70780 -4.50388 1.21509  0.402
H: 1.45842 -3.49416 0.90866  0.365
H: 1.89136 -0.11916 3.11228  0.446
H: 1.40223 1.61331 4.79147  0.427
H: -0.41080 3.24644 4.39804  0.420
H: -1.75614 3.12028 2.32481  0.476
H: -1.28647 1.33875 0.65235  0.147
H: 2.16369 3.21348 -3.60439  0.405
H: 4.27980 3.16996 -4.88514  0.388
H: 5.65297 1.11977 -4.92796  0.378
H: 4.91197 -0.89873 -3.71608  0.404
H: 2.75517 -0.86242 -2.45683  0.423
H: -1.08667 3.35163 -1.47675  0.424
H: -0.95320 5.33794 0.01006  0.453
H: 1.11519 5.78859 1.28239  0.412
H: 3.06886 4.29449 1.03469  0.425
H: 2.95096 2.35643 -0.49159  0.417
C: -5.12763 -5.05929 0.33001  -1.067
C: -3.73542 -4.58326 -0.06718  -0.625
N: -3.75267 -3.49169 -1.02878  -0.002
C: -3.93595 -2.19407 -0.74809  -0.014
S: -3.77595 -1.05333 -2.01911  -0.425
N: -4.23432 -1.85990 0.50510  0.293
C: -4.34433 -0.49606 1.01085  -0.329
C: -5.79167 -0.07850 1.20820  -1.380
H: -5.05527 -5.87128 1.05367  0.359
H: -5.66629 -5.42289 -0.54440  0.320
H: -5.72061 -4.25893 0.77366  0.289
H: -3.18552 -5.39956 -0.53285  0.504
H: -3.14634 -4.28500 0.80614  0.264
H: -3.43815 -3.66269 -1.96909  0.255
H: -4.21341 -2.58749 1.20178  0.248
H: -3.84742 0.15801 0.29641  0.102
H: -3.77913 -0.45200 1.94320  0.416
H: -6.32550 -0.11811 0.25865  0.303
H: -5.83873 0.94183 1.58881  0.398
H: -6.29862 -0.73041 1.92171  0.345

Entry 2:
A structure of composition C30H33Br2CaGe2N4OS, computed with ωB97M-V/def2-TZVPD.

Its expectation value of S² is 0.75. For the frontier orbital gap (alpha / beta), the calculation gives 0.2366 / 0.2343 Eh. Its HOMO energy (alpha / beta) is -0.07569 / -0.07568 Eh. As for the multiplicity: 2. As for the net charge: -2. The energy above the lowest of the compared OMol25 structures with the same formula, charge and spin is 0.0 kcal per mole. Its maximum force is 0.026 hartree/bohr.

Last column: Mulliken charge in e.
Positions of all 74 atoms, in Å:
Ca: -0.33113 0.84438 -0.30014  0.904
N: -0.16959 5.39738 -1.26666  -0.343
C: -0.41805 4.10653 -0.92947  -0.107
S: 1.09910 3.29075 0.96546  -0.391
N: -0.53026 3.88911 0.49540  -0.585
N: -1.43339 2.78724 0.68336  0.298
C: -2.65799 3.10973 0.92529  -0.923
C: -3.74638 2.15378 1.00645  0.611
C: -5.04746 2.61751 1.13847  -0.565
C: -6.12840 1.76195 1.15264  -0.727
C: -5.89481 0.37752 0.98122  -0.285
C: -4.62865 -0.11277 0.79336  -0.659
C: -3.50400 0.76236 0.76145  0.305
O: -2.35046 0.28900 0.52698  -0.131
H: 0.12566 5.58251 -2.20401  0.302
H: 0.18177 5.99957 -0.53410  0.287
H: -2.91127 4.17886 0.99729  0.155
H: -5.19559 3.69212 1.25268  0.291
H: -7.14657 2.10031 1.26356  0.370
H: -6.74337 -0.30122 0.98341  0.343
H: -4.42492 -1.15787 0.58817  0.334
Br: -3.72573 -0.54433 -3.23795  -0.875
C: -0.59446 -1.82581 -3.25973  -0.505
Br: 0.68194 -0.45999 -3.14152  -0.104
H: -1.30272 -1.60357 -4.05525  0.364
H: -1.00384 -2.06418 -2.28095  0.218
C: 3.94367 0.57985 2.90290  -1.057
Ge: 3.87473 -0.76318 1.49980  0.282
C: 4.73680 -0.03962 -0.11867  -1.148
C: 4.94451 -2.35624 2.09652  -1.178
Ge: 1.49065 -1.29094 1.05180  0.378
C: 0.86558 -1.92122 2.85444  -0.383
C: -0.08713 -1.10816 3.47733  -0.339
C: -0.66363 -1.45766 4.69627  -0.627
C: -0.27772 -2.63287 5.31948  -0.310
C: 0.69020 -3.44680 4.73747  -0.679
C: 1.25167 -3.07126 3.50306  0.179
C: 1.41210 -3.05585 0.14186  0.175
C: 2.39785 -3.75078 -0.56199  0.095
C: 2.10134 -4.90433 -1.31635  -0.637
C: 0.81423 -5.40453 -1.32405  -0.358
C: -0.17911 -4.74967 -0.62104  -0.674
C: 0.13713 -3.61234 0.09946  -0.671
H: 4.97105 0.85308 3.16533  0.408
H: 3.41629 0.27309 3.81733  0.319
H: 3.46597 1.50910 2.55481  0.255
H: 5.76479 0.29597 0.05204  0.415
H: 4.19067 0.81083 -0.51974  0.313
H: 4.78617 -0.76721 -0.94636  0.327
H: 5.99781 -2.10691 2.26991  0.447
H: 4.93688 -3.09027 1.26782  0.302
H: 4.51527 -2.82560 2.99071  0.310
H: -0.39586 -0.21431 2.95848  0.384
H: -1.40125 -0.81504 5.16063  0.381
H: -0.70352 -2.90783 6.27032  0.339
H: 1.01850 -4.35488 5.21702  0.372
H: 2.03381 -3.70425 3.09754  0.327
H: 3.40500 -3.38252 -0.57437  0.167
H: 2.89670 -5.41964 -1.84269  0.364
H: 0.55609 -6.26808 -1.89825  0.362
H: -1.19205 -5.11992 -0.70447  0.374
H: -0.68611 -3.09690 0.59307  0.330
N: -0.61272 3.14983 -1.75554  0.264
C: -0.62915 3.27654 -3.18203  -0.541
C: 0.45587 3.78154 -3.90543  0.155
C: 0.46368 3.78897 -5.30251  -0.662
C: -0.61697 3.25398 -5.97798  -0.362
C: -1.65520 2.63781 -5.28096  -0.583
C: -1.68717 2.70236 -3.88769  -0.380
H: 1.31271 4.10956 -3.34241  0.557
H: 1.32536 4.17494 -5.81579  0.367
H: -0.63865 3.24152 -7.06469  0.323
H: -2.45290 2.12988 -5.80204  0.439
H: -2.49336 2.19910 -3.35575  0.301

Entry 3:
A structure of composition C30H33BrN2O5P3Se2Tl, computed with ωB97M-V/def2-TZVPD.

For the frontier orbital gap, the calculation gives 0.2784 Eh. Its HOMO energy is -0.30523 Eh. As for the net charge: 0. The energy above the lowest of the compared OMol25 structures with the same formula, charge and spin is 20.0 kcal per mole. Its maximum force is 0.019 hartree/bohr.

Last column: Mulliken charge in e.
Positions of all 77 atoms, in Å:
Tl: -0.34110 -0.24617 0.83684  0.601
O: -3.76585 3.08884 5.07297  -0.551
C: -3.00358 2.30421 4.28685  1.094
C: -3.45926 1.09189 3.77143  -0.597
C: -2.61163 0.35621 2.97095  -0.128
N: -1.39692 0.79375 2.66708  0.214
C: -0.95960 1.96492 3.11583  0.321
C: -1.72052 2.74125 3.96407  -0.843
C: 0.37498 2.45403 2.53898  0.123
O: 0.87319 3.47012 3.00196  -0.772
O: 0.81262 1.73610 1.57884  -0.085
C: -3.03113 -0.97144 2.33478  0.040
O: -4.18538 -1.34501 2.45655  -0.754
O: -2.07604 -1.56288 1.71505  -0.349
H: -4.64735 2.71181 5.16391  0.305
H: -4.45702 0.71376 3.95643  0.465
H: -1.33389 3.68116 4.32960  0.599
C: -2.50779 -3.75390 -0.11340  -1.584
P: -1.12738 -2.66000 -0.60625  1.323
C: -1.87606 -1.75694 -2.01659  -1.434
C: -0.15558 -3.92684 -1.59051  -1.547
C: 1.26086 -3.54694 -2.04758  -1.014
P: 2.33294 -2.93231 -0.67741  0.846
C: 2.50848 -4.49491 0.29360  -1.457
C: 3.94916 -2.95629 -1.57549  -1.317
H: -2.75572 -4.40538 -0.95370  0.479
H: -3.36696 -3.15281 0.17410  0.389
H: -2.21194 -4.35474 0.74577  0.380
H: -2.46209 -2.44271 -2.63160  0.538
H: -1.07972 -1.30486 -2.61125  0.226
H: -2.52223 -0.96246 -1.64736  0.261
H: -0.76979 -4.17913 -2.45878  0.603
H: -0.09491 -4.81163 -0.95137  0.521
H: 1.22850 -2.73292 -2.77784  0.378
H: 1.73908 -4.41256 -2.51517  0.607
H: 2.71997 -5.34144 -0.36275  0.402
H: 1.58984 -4.68818 0.84945  0.305
H: 3.32019 -4.38651 1.01484  0.424
H: 4.00405 -3.78216 -2.28668  0.400
H: 4.76325 -3.05305 -0.85607  0.384
H: 4.06482 -2.01164 -2.10763  0.290
Se: -2.04427 1.63588 -0.49118  -0.497
P: -0.15270 1.97348 -1.51130  0.369
Se: 1.41309 0.47225 -1.08422  -0.249
C: -0.39749 1.85591 -3.31986  0.784
C: -1.65564 1.67379 -3.87680  -0.175
C: -1.78177 1.47314 -5.24479  -0.649
C: -0.65572 1.45556 -6.05285  -0.430
C: 0.60235 1.64359 -5.49500  -0.731
C: 0.73519 1.84185 -4.13201  -0.614
C: 0.34927 3.68853 -1.19970  0.686
C: -0.49023 4.69585 -1.67372  -0.575
C: -0.21703 6.01325 -1.35363  -0.643
C: 0.87431 6.32082 -0.54976  -0.451
C: 1.69571 5.31371 -0.06919  -0.675
C: 1.44061 3.99078 -0.39917  -0.381
H: -2.52781 1.67249 -3.23528  0.366
H: -2.76246 1.31999 -5.67563  0.401
H: -0.75495 1.27737 -7.11557  0.392
H: 1.48344 1.62404 -6.12290  0.403
H: 1.71278 1.95848 -3.67924  0.410
H: -1.35351 4.44224 -2.27799  0.362
H: -0.86392 6.80249 -1.71394  0.393
H: 1.07646 7.35137 -0.28814  0.384
H: 2.52337 5.55171 0.58457  0.408
H: 2.06561 3.19736 -0.01338  0.332
Br: 0.89227 -4.19153 5.28303  -0.174
C: 1.49438 -2.74266 4.22636  -0.624
C: 2.67451 -2.08977 4.54089  -0.093
C: 3.08868 -1.05850 3.71126  -1.134
C: 2.31295 -0.72853 2.61405  -0.100
N: 1.16599 -1.35133 2.34784  0.396
C: 0.75071 -2.34260 3.12954  -0.044
H: 3.25980 -2.38932 5.39901  0.472
H: 4.00388 -0.51741 3.90286  0.474
H: 2.60802 0.04848 1.91911  0.491
H: -0.18835 -2.81497 2.86426  0.632